Here is C45H54BrN5OS2SiY as an isolated structure at a distorted geometry from OMol25. Energies are from ωB97M-V with the def2-TZVPD basis set.

Computed properties:
HOMO level ... -9.4 eV
LUMO ... -4.09 eV
Calculated total energy ... -5794.2595 a.u.
Largest force on an atom ... 1.405 eV/A
Gap between HOMO and LUMO ... 5.29 eV

```
! RIJCOSX wB97M-V def2-TZVPD def2/J DEFGRID3
* xyz 1 1
Y 0.09365 0.21170 0.19873
Br 1.78461 -6.97063 7.16166
C 0.20756 -6.49637 6.24211
C -0.94840 -6.23092 6.95800
C -2.10824 -5.90168 6.27188
C -2.08650 -5.78960 4.89179
C -0.93363 -6.08249 4.17801
C 0.21893 -6.44098 4.85525
N -3.34826 -5.52249 4.23472
N -3.48567 -4.60905 3.41456
C -2.44911 -3.63775 3.14404
C -1.84873 -2.87474 4.10740
C -0.96287 -1.83125 3.76988
C -0.66818 -1.55768 2.45957
O 0.16220 -0.58549 2.07200
C -1.31842 -2.31656 1.44314
N -1.06569 -1.96955 0.13712
C -1.69708 -2.60835 -0.82348
C -2.61016 -3.64736 -0.58136
C -2.87164 -4.00815 0.71115
C -2.22129 -3.34105 1.77524
H -0.95007 -6.30190 8.03598
H -3.03291 -5.72730 6.80564
H -0.93667 -6.03998 3.09632
H 1.12197 -6.68142 4.31227
H -2.05821 -3.06796 5.15069
H -0.50271 -1.23239 4.54344
H -1.49109 -2.27771 -1.83680
H -3.11051 -4.12515 -1.41065
H -3.58995 -4.78351 0.94183
S 0.75867 -0.22064 -2.60931
C 1.84014 -1.47885 -2.32100
N 1.77341 -2.65034 -2.90964
C 2.81549 -3.66598 -2.71718
C 4.14352 -2.97046 -2.67345
N 4.10810 -1.99684 -1.57749
C 5.38884 -1.83281 -0.85825
C 6.45198 -1.33734 -1.80426
C 7.54303 -2.13458 -2.11994
C 8.50965 -1.67904 -3.00812
C 8.38059 -0.42719 -3.58678
C 7.28852 0.37469 -3.27431
C 6.32888 -0.07656 -2.38440
C 3.04436 -1.24936 -1.36139
S 2.98564 -0.05790 -0.19522
C 0.72950 -3.01959 -3.88956
C 1.30132 -3.04931 -5.28189
C 1.42160 -4.25418 -5.96203
C 1.96666 -4.28821 -7.23940
C 2.39814 -3.11486 -7.83636
C 2.27732 -1.90582 -7.16089
C 1.72935 -1.87059 -5.88972
H 2.76955 -4.34987 -3.56210
H 2.61496 -4.22135 -1.79724
H 4.36183 -2.46408 -3.61733
H 4.95118 -3.67125 -2.47294
H 5.65331 -2.81201 -0.45591
H 5.22222 -1.14998 -0.03024
H 7.64745 -3.11227 -1.66335
H 9.36063 -2.30267 -3.24565
H 9.13196 -0.07092 -4.27804
H 7.19224 1.35577 -3.71910
H 5.48505 0.55533 -2.13089
H -0.08358 -2.30515 -3.79073
H 0.37247 -4.01121 -3.60481
H 1.07491 -5.17192 -5.50009
H 2.04928 -5.22902 -7.76584
H 2.82055 -3.13752 -8.83145
H 2.60013 -0.98766 -7.63248
H 1.61872 -0.92370 -5.37439
C 0.91859 3.57227 0.05896
C -0.47505 3.77082 0.67906
C -0.28067 3.61843 2.19352
C -0.91231 5.21632 0.40976
Si -1.67539 2.37882 0.02877
C -2.23747 2.77107 -1.80097
C -2.80672 1.50688 -2.46461
C -3.28483 3.88644 -1.93162
C -1.03024 3.18663 -2.65360
C -3.23234 2.22441 1.18436
C -3.92476 3.55520 1.51007
C -4.26852 1.29384 0.53934
C -2.85126 1.54537 2.50954
H 1.62059 4.30166 0.47805
H 0.93735 3.67752 -1.02311
H 1.38212 2.59290 0.29090
H 0.51172 4.29412 2.53324
H 0.01565 2.60353 2.48679
H -1.17996 3.86625 2.75382
H -0.20407 5.91988 0.86152
H -1.89371 5.42458 0.83529
H -0.95838 5.44792 -0.65369
H -3.76358 1.20273 -2.04595
H -2.12671 0.65010 -2.38314
H -2.96064 1.68743 -3.53444
H -4.23137 3.62350 -1.46193
H -3.49482 4.08069 -2.98928
H -2.94517 4.82441 -1.49167
H -0.21393 2.45767 -2.61899
H -0.62203 4.15183 -2.35897
H -1.33757 3.27415 -3.70113
H -4.22837 4.10113 0.61632
H -3.28580 4.21286 2.09852
H -4.82658 3.37283 2.10443
H -4.75497 1.73664 -0.32754
H -5.05365 1.06597 1.26812
H -3.82842 0.34006 0.23000
H -2.08575 2.07432 3.07494
H -2.49539 0.52184 2.34824
H -3.73794 1.47060 3.14864
*
```